DFT (ωB97M-V/def2-TZVPD) results for C16H18AsFeN3O11S2 as an isolated structure.

Each line ends with the natural charge from an NBO analysis.
Element x y z (Å)
1 Fe 1.27287 -0.25209 -1.02684  1.9210
2 O 0.89268 -1.16149 -3.18590  -0.7516
3 C 0.71568 -2.56987 -3.29435  -0.0817
4 C -0.16017 -3.05022 -2.16062  -0.2476
5 N 0.45490 -2.73350 -0.87385  -0.4735
6 C 1.71428 -3.42966 -0.66176  -0.3484
7 C 2.88725 -2.70151 -1.32061  0.7823
8 O 3.84174 -3.32830 -1.73659  -0.6371
9 O 2.77567 -1.41185 -1.33453  -0.8227
10 C -0.50672 -2.79919 0.21434  -0.3333
11 C -0.94137 -1.41916 0.68993  0.8051
12 O -1.85225 -1.30228 1.48856  -0.6499
13 O -0.21341 -0.42788 0.27281  -0.8621
14 H 0.01044 -0.77166 -3.33387  0.5106
15 H 1.70658 -3.01657 -3.26737  0.2048
16 H 0.26137 -2.82587 -4.25536  0.1848
17 H -0.35267 -4.13046 -2.26942  0.1761
18 H -1.11272 -2.52130 -2.21311  0.2304
19 H 1.69365 -4.46089 -1.03304  0.1963
20 H 1.94142 -3.44335 0.40530  0.2419
21 H -0.07167 -3.28657 1.08885  0.2296
22 H -1.40104 -3.36504 -0.05942  0.2115
23 O 0.72598 3.64639 1.04807  -1.0616
24 As 0.49617 2.80747 -0.52169  2.4439
25 O 0.83202 3.95626 -1.62739  -1.1274
26 O 1.57969 1.49667 -0.28842  -1.1833
27 C -1.38277 2.34408 -0.23891  -0.4106
28 C -2.01159 2.73780 0.93602  -0.2049
29 C -3.34266 2.41784 1.16339  -0.2041
30 C -4.07055 1.71942 0.21540  -0.1977
31 C -3.46834 1.34364 -0.97337  -0.1976
32 C -2.13561 1.65580 -1.18814  -0.2322
33 S -1.37454 1.13813 -2.69379  2.4165
34 O -1.66529 2.10720 -3.70463  -0.9325
35 O -1.80908 -0.22621 -2.97761  -1.0159
36 O 0.06919 1.12731 -2.27680  -1.0787
37 H 1.11903 4.48235 0.76447  0.4970
38 H -1.45314 3.30639 1.66307  0.2361
39 H -3.81132 2.71262 2.09398  0.2067
40 H -5.10485 1.46245 0.40406  0.2099
41 H -4.01087 0.79315 -1.73059  0.2310
42 S 2.71314 -0.84994 1.43557  -0.1972
43 C 2.23259 0.29398 2.57862  0.2756
44 N 0.93096 0.71630 2.58047  -0.5297
45 C 0.44739 1.58870 3.46512  0.1423
46 C 1.26836 2.09002 4.43208  -0.3580
47 C 2.59967 1.66053 4.38122  0.1251
48 N 3.07669 0.80142 3.50886  -0.4576
49 H 0.35420 0.38997 1.79011  0.4773
50 H -0.59522 1.84683 3.36362  0.2264
51 H 0.91558 2.79754 5.16511  0.2252
52 H 3.31867 2.04462 5.09895  0.1896

Forces on the atoms, in the same order (eV/Å):
Fe -0.3 -0.5 0.6
O -0.4 0.1 0.0
C 0.0 0.1 0.0
C 0.1 -0.1 0.0
N -0.1 0.0 0.0
C 0.0 0.0 -0.1
C 0.1 0.0 0.2
O 0.0 0.0 0.0
O 0.2 0.4 -0.4
C 0.0 0.0 0.0
C 0.2 0.1 0.1
O 0.0 0.0 0.0
O -0.4 0.2 -0.3
H 0.1 0.0 -0.1
H 0.0 -0.1 -0.1
H 0.0 0.1 0.0
H 0.0 0.0 0.1
H 0.0 0.0 0.0
H 0.0 0.0 0.0
H 0.0 0.0 0.0
H 0.0 0.0 0.0
H 0.0 0.0 0.0
O 0.1 -0.1 0.0
As 0.3 0.3 0.0
O -0.1 -0.2 0.1
O 0.0 -0.1 -0.2
C 0.0 -0.2 -0.1
C 0.0 0.0 -0.1
C 0.0 0.0 0.0
C -0.1 0.0 0.0
C 0.1 0.0 0.0
C 0.0 0.0 0.2
S 0.4 -0.1 0.1
O 0.0 0.1 -0.1
O 0.0 0.0 0.0
O -0.2 -0.1 -0.3
H 0.0 0.0 0.1
H 0.0 0.0 0.1
H 0.0 0.0 0.0
H 0.0 0.0 0.0
H 0.0 0.0 0.0
S 0.1 0.3 0.4
C 0.1 -0.5 -0.3
N -0.1 0.2 -0.3
C 0.0 0.1 0.1
C -0.1 0.1 0.0
C 0.2 -0.2 -0.1
N -0.1 0.2 0.2
H 0.0 -0.1 0.0
H -0.1 0.0 -0.1
H 0.0 0.0 0.0
H 0.0 0.0 0.0

The value obtained for the molar mass is 623.23 g mol⁻¹. Its frontier orbital gap (alpha / beta) is 8.14 / 7.27 eV. As for the total charge: -1. The calculation puts the energy at -160777.9853 eV. The energy relative to the best compared isomer or geometry (same formula, charge and spin) is 0.0 kcal/mol. The value obtained for the strongest force on any atom is 0.0159 Eh/bohr. The spin multiplicity is 6. For the HOMO energy (alpha / beta), the calculation gives -5.83 / -5.80 eV. Its expectation value of S² is 8.76.



DFT (ωB97M-V/def2-TZVPD) results for C25H33N6O7PTi as an isolated structure.

Each line ends with the Mulliken charge.
Element x y z (Å)
1 Ti -0.61040 0.34306 0.02266  -0.4519
2 O 0.98305 -2.92070 1.81738  -0.7053
3 C 0.40665 -1.90337 1.52865  0.5007
4 O 0.24186 -1.38896 0.32834  -0.4840
5 C -0.28191 -1.06503 2.58402  0.3653
6 C -0.50066 -1.40510 3.89819  -0.7304
7 C -1.30076 -0.55326 4.65847  -0.4858
8 C -1.87811 0.58338 4.09503  -0.5848
9 C -1.60515 0.85336 2.77369  0.2672
10 N -0.80176 0.05023 2.08421  1.1791
11 C -2.22162 1.93093 1.91180  0.1101
12 O -2.85971 2.82370 2.41511  -0.6837
13 O -1.96315 1.71689 0.65091  -0.3163
14 H -0.08111 -2.32233 4.28872  0.6170
15 H -1.50828 -0.79948 5.69295  0.4486
16 H -2.54246 1.23782 4.64167  0.5882
17 C 1.67846 3.66776 -1.10694  -1.2774
18 C 0.80751 2.50593 -1.42494  0.9470
19 O 0.28697 1.91728 -0.39944  -0.1102
20 C 0.54415 2.06041 -2.68895  -1.4308
21 C -0.29362 0.94373 -2.95854  1.2688
22 C -0.63075 0.63443 -4.38035  -1.4579
23 N -0.77566 0.18218 -1.99695  0.9462
24 N -1.63733 -0.85598 -2.42845  -0.9839
25 C -2.31305 -1.27171 -1.41582  0.7448
26 O -2.19775 -0.72955 -0.22101  -0.3329
27 C -3.29829 -2.36985 -1.57407  0.4865
28 C -4.08279 -2.74331 -0.49033  -0.3226
29 C -5.01069 -3.76985 -0.62046  -0.7303
30 C -5.15442 -4.42602 -1.83476  -0.3808
31 C -4.36762 -4.05134 -2.92050  -0.6644
32 C -3.44297 -3.02800 -2.79148  -0.3276
33 H 1.07832 4.45325 -0.64202  0.3240
34 H 2.16190 4.06449 -1.99803  0.3501
35 H 2.43418 3.35463 -0.38236  0.0765
36 H 0.95987 2.60003 -3.52606  0.2851
37 H -0.11027 1.31790 -5.04709  0.4172
38 H -1.70730 0.71612 -4.53481  0.3037
39 H -0.36975 -0.39672 -4.61633  0.3149
40 H -3.96122 -2.22448 0.45049  0.4317
41 H -5.61862 -4.05767 0.22787  0.3926
42 H -5.87496 -5.22854 -1.93736  0.3791
43 H -4.47351 -4.56357 -3.86859  0.3820
44 H -2.82182 -2.73065 -3.62612  0.4554
45 C 4.78545 2.03301 -0.02550  -1.1598
46 N 4.21153 1.81653 1.30032  0.6131
47 C 5.02946 2.36231 2.37552  -1.0198
48 P 3.25399 0.47225 1.50611  0.2129
49 O 2.28626 0.37522 0.38804  -1.0885
50 N 2.55415 0.69062 2.97720  0.8081
51 C 1.76143 1.90251 3.17142  -1.1403
52 C 2.83433 -0.06858 4.18362  -1.1106
53 N 4.11687 -0.91931 1.62092  0.4469
54 C 4.00679 -1.94904 0.58453  -0.9172
55 C 5.34534 -0.98660 2.39653  -1.1335
56 H 4.87484 3.10462 -0.22186  0.3609
57 H 4.14273 1.59931 -0.78891  0.3413
58 H 5.78612 1.59128 -0.10630  0.2806
59 H 5.07310 3.45159 2.29639  0.3206
60 H 6.05781 1.98486 2.34646  0.3006
61 H 4.60438 2.11997 3.34755  0.2552
62 H 1.39311 2.27425 2.21409  0.1382
63 H 2.33030 2.70105 3.66036  0.3318
64 H 0.89618 1.66823 3.79659  0.3753
65 H 3.21952 -1.05387 3.93694  0.3050
66 H 1.90569 -0.20609 4.74356  0.4018
67 H 3.54891 0.44304 4.84086  0.2512
68 H 3.13464 -1.76576 -0.03510  0.1632
69 H 3.89495 -2.93298 1.04590  0.3008
70 H 4.90632 -1.94388 -0.03990  0.2814
71 H 5.40274 -0.19350 3.13717  0.3402
72 H 6.22718 -0.91100 1.75049  0.2840
73 H 5.39888 -1.93809 2.93178  0.3358

Forces on the atoms, in the same order (eV/Å):
Ti -0.9 0.2 0.3
O 0.2 -0.2 0.0
C -0.1 0.4 -0.5
O 0.3 -0.1 0.6
C -0.1 0.3 -0.1
C -0.1 0.0 0.3
C 0.0 0.0 0.1
C 0.0 -0.1 0.3
C 0.2 -0.4 -0.1
N -0.1 -0.2 0.3
C 0.2 -0.2 -0.4
O -0.2 0.1 -0.1
O 0.2 0.0 0.6
H 0.0 0.0 0.0
H 0.0 0.0 0.0
H 0.0 0.0 0.0
C 0.1 0.2 0.0
C -0.1 -0.4 0.1
O 0.3 0.3 -0.3
C 0.0 -0.1 -0.2
C 0.1 0.0 0.2
C 0.0 0.0 -0.1
N -0.4 -0.4 -0.6
N 0.5 0.4 -0.1
C -0.3 0.0 0.4
O 0.0 0.0 -0.7
C 0.1 0.1 0.1
C -0.1 -0.1 0.0
C 0.1 0.0 0.0
C 0.1 0.1 0.0
C 0.0 0.0 0.1
C 0.0 -0.1 -0.1
H 0.0 0.0 0.0
H 0.0 0.0 0.0
H -0.1 0.0 0.0
H 0.0 0.0 0.0
H 0.0 0.0 0.0
H 0.0 0.0 0.0
H 0.0 0.0 0.0
H 0.0 0.0 0.0
H 0.0 0.0 0.0
H 0.0 0.0 0.0
H 0.0 0.0 0.0
H 0.0 0.0 0.0
C 0.0 0.0 0.1
N 0.4 0.2 0.0
C -0.1 0.0 -0.1
P -0.7 -0.2 -0.6
O 0.2 0.2 0.1
N -0.1 0.2 0.5
C 0.0 -0.1 0.0
C -0.1 0.1 0.0
N 0.4 -0.2 0.0
C 0.0 0.0 0.2
C 0.0 -0.1 -0.1
H 0.0 0.0 0.0
H 0.0 0.0 0.1
H 0.0 0.0 0.0
H 0.0 0.0 0.0
H 0.0 0.0 0.0
H 0.0 0.0 0.0
H 0.1 0.0 0.0
H 0.0 0.0 0.0
H 0.0 0.0 0.0
H 0.0 0.0 -0.1
H 0.0 0.0 0.0
H 0.0 0.0 0.0
H 0.0 0.1 0.0
H 0.0 0.0 0.0
H 0.0 0.0 0.0
H -0.1 0.1 0.0
H 0.0 0.0 0.0
H 0.0 0.0 0.0

The value obtained for the molar mass is 608.41 g mol⁻¹. Its frontier orbital gap is 7.44 eV. As for the total charge: 0. The calculation puts the energy at -82145.0216 eV. The energy relative to the best compared isomer or geometry (same formula, charge and spin) is 26.7 kcal/mol. The value obtained for the strongest force on any atom is 0.0184 Eh/bohr. For the HOMO energy, the calculation gives -8.04 eV.



DFT (ωB97M-V/def2-TZVPD) results for C5H7NO as an isolated structure at a distorted geometry.

Each line ends with the natural charge from an NBO analysis.
Element x y z (Å)
1 C 0.98984 -0.73626 -0.73652  -0.4545
2 C 0.66136 0.81180 -0.68546  0.0581
3 C 0.88008 -0.62429 0.75549  0.0685
4 C -0.61829 -0.19220 0.86969  -0.0993
5 C -0.81046 0.92653 -0.06251  -0.0964
6 H 2.00508 -1.09624 -1.25158  0.2262
7 H 0.17374 -1.24302 -1.21940  0.2455
8 H 1.34967 1.44007 -1.27650  0.2300
9 H 1.31467 -1.19647 1.48672  0.2127
10 H -1.26862 -0.18243 1.80912  0.2275
11 H -2.68402 -0.31471 -0.03359  0.3656
12 H -1.48685 1.70192 0.06857  0.2297
13 N -1.73884 -0.23683 -0.37749  -0.6739
14 O 1.23263 0.94213 0.65347  -0.5397

Forces on the atoms, in the same order (eV/Å):
C 1.6 0.5 -1.9
C 0.9 -0.3 1.3
C -3.2 4.7 -2.2
C -4.5 -0.1 0.9
C -1.0 -3.4 -1.8
H -2.1 1.3 1.4
H -0.3 -0.7 0.0
H -1.6 0.3 -0.5
H 1.1 -1.1 1.7
H 1.7 -0.1 -1.1
H 0.0 0.9 0.6
H 0.3 2.4 0.6
N 4.4 -1.6 0.2
O 2.6 -2.8 0.7

The value obtained for the molar mass is 97.12 g mol⁻¹. Its frontier orbital gap is 10.17 eV. As for the total charge: 0. The calculation puts the energy at -8830.3370 eV. The energy relative to the best compared isomer or geometry (same formula, charge and spin) is 135.3 kcal/mol. The value obtained for the strongest force on any atom is 0.1190 Eh/bohr. For the HOMO energy, the calculation gives -9.13 eV.